Computed, not measured: an isolated ion of composition C33H43Br2N3O4PS3 and charge +1 at a distorted geometry, with the ωB97M-V functional and the def2-TZVPD basis.

XYZ file:
```
89
Properties=species:S:1:pos:R:3:mulliken_charge:R:1
C 0.94432 -3.33407 -2.48721 0.144
H -0.91386 0.84345 3.81337 0.322
S 3.07348 -4.86444 -0.06234 -0.318
S -3.70954 3.59630 -3.69508 -0.129
H -7.06389 -0.40318 -2.23757 0.262
H 4.98660 -2.79040 4.37802 0.349
C -6.91104 0.64454 -1.73867 -0.511
S -1.20373 3.96718 -1.92281 -0.026
H 3.67398 0.40758 2.64251 0.207
C -3.05080 2.72054 0.23477 0.061
C 5.06575 -1.90833 3.58097 -0.507
H -9.33326 0.96080 -1.13130 0.299
H 6.95849 -1.62468 2.24313 0.262
C -2.35020 1.24439 0.09472 0.327
H 7.07081 -0.67359 3.92863 0.260
C -3.07275 3.62931 -2.11872 0.129
C -8.23701 1.39663 -1.13345 -0.381
C -2.14419 2.81668 2.97900 -0.430
C 3.85467 -1.23499 1.18556 0.358
H 2.79371 2.33968 3.42744 0.333
H 7.28114 -2.62189 3.81020 0.287
C 3.16717 -0.52881 -1.48187 0.682
C -2.93340 -3.35449 -0.44911 0.102
O 2.22113 -1.97788 -3.66024 -0.190
C -3.42571 -3.43627 1.14477 -1.057
C 0.64283 1.71091 -2.29862 0.308
C -0.20762 2.90360 -3.09965 -0.646
O 0.99768 -2.02529 -3.17389 -0.104
P 4.12627 -3.48248 -1.00481 0.091
H -6.37294 4.56051 0.10219 0.239
H -2.13530 3.43251 3.99389 0.283
H 0.63536 3.61140 -3.56052 0.295
C -2.29307 -4.76795 -0.97971 -0.642
H -2.45788 -3.68049 1.75694 0.302
H -1.03523 -0.50006 1.35565 0.073
C 2.68074 4.62939 3.27667 -0.896
H -2.41114 0.64213 -0.90686 0.240
C 2.73115 2.82697 1.19427 -0.353
H -0.35573 -4.98300 -3.43028 0.286
C 3.24202 3.16317 2.71653 -0.411
C -1.55341 0.56663 1.39605 -0.210
H 3.33537 3.55345 0.46476 0.432
H 4.53653 -0.98274 4.08324 0.245
C -1.45569 1.33177 2.87906 -0.546
C -5.36488 1.24544 -1.69889 0.035
H -2.85940 -5.20943 -1.92369 0.272
H 5.11358 -3.19710 1.69694 0.279
H -4.42073 0.68626 -2.12064 0.234
O 3.61972 -0.05307 -3.99229 -0.499
H -3.85335 -3.02323 -1.12140 0.245
H -3.44343 4.56759 1.82402 0.296
H 2.77932 2.21176 -3.00416 0.468
C 2.79841 1.01050 -0.94186 -0.332
C -2.92638 3.49840 1.70913 -0.527
H 2.60188 5.43997 2.40582 0.223
C 2.98399 -0.85317 -3.09189 -0.095
C 3.05065 1.29613 0.68569 0.506
C 4.34595 -2.44956 2.21020 -0.711
H 0.12904 1.48199 -1.26370 -0.074
C -8.02703 2.88209 -0.46593 -0.347
H -3.74906 -2.33330 1.43757 0.244
N -3.84130 3.45126 -0.82800 0.179
H 2.27896 3.26602 -1.52418 0.252
O -1.97997 -2.20527 -0.49372 -0.382
H -8.91547 3.51023 0.01456 0.282
H -0.39040 -5.71024 -1.26181 0.275
H -2.44459 -5.55573 -0.10329 0.340
C 6.70958 -1.66240 3.39492 -0.888
H 1.15754 -3.10867 -1.33526 -0.068
H 1.76101 -4.09177 -2.89784 0.295
H 0.64529 0.76361 -3.01234 0.103
Br 5.22862 3.13586 2.96381 -0.090
H -4.28968 -4.22263 1.31040 0.353
H 3.43039 4.96532 4.13436 0.372
H 1.59976 4.42812 3.73898 0.251
C 3.70363 -1.69633 -0.41493 -0.212
H 4.01331 -3.67198 -2.43121 0.212
N 3.54887 0.18065 1.62855 0.236
C -5.15248 2.72087 -1.01651 0.057
H 3.43249 -3.14027 2.54749 0.352
Br 0.81137 3.37130 1.06168 0.136
H -1.37904 -3.40720 -3.02801 0.286
H 5.52562 -3.77558 -0.67435 0.188
C -0.51310 -4.10710 -2.63892 -0.650
H -1.19174 -2.39246 0.09849 0.221
N -0.80890 -4.73149 -1.27069 -0.266
C 2.21572 2.17517 -1.97860 -0.980
H -0.81826 2.48905 -4.01789 0.396
C -6.50735 3.49597 -0.42028 -0.289
```

* HOMO energy: -9.77 eV
* gap between HOMO and LUMO: 0.169 Eh
* charge: +1
* SMILES: CCCc1[nH+]c([C@@H](Br)[C@H](C)Br)c(CCCSC(=S)N(c2ccccc2)c2ccccc2)c(C(=O)OOCCNC[C@@H](C)O)c1[PH2]=S


Computed, not measured: C15H46O9V as an isolated structure at a distorted geometry, with the ωB97M-V functional and the def2-TZVPD basis.

XYZ file:
```
71
Properties=species:S:1:pos:R:3:mulliken_charge:R:1
V -0.83033 -2.42924 0.01207 0.582
H 0.26117 1.43650 -4.00536 0.286
H 1.15047 1.07729 0.41443 -0.490
H 3.74298 -1.37869 1.90983 0.022
H -3.64151 3.21412 1.62684 0.390
H 4.78345 -0.83208 3.20496 0.294
H -4.72160 -2.51780 -3.71017 0.405
H 0.27397 -2.73509 5.22721 0.302
H 5.99471 1.90842 1.23046 0.300
H 1.75563 -2.22130 2.96733 -0.099
H -4.24803 -0.98132 -1.85001 0.307
H -3.43671 0.20583 1.12957 0.276
H -2.04312 -0.92646 -1.86302 0.208
H 0.52558 2.90473 1.38412 -0.429
O -1.66078 4.65644 1.02704 -0.595
H 1.54841 -5.11305 -2.82169 0.350
H 1.65010 -2.72518 -3.28501 0.477
H -3.13842 -3.31340 -3.60369 0.237
H -0.40364 -0.98585 2.77423 0.063
H 1.32164 -3.02421 0.86696 0.158
H 2.02051 -2.30698 -1.66911 0.085
H -4.24417 -2.61742 -1.33116 0.390
O -1.94196 1.58964 0.27417 -0.143
H 3.75929 0.94406 1.62697 0.131
H 1.83887 -0.50653 0.49911 -0.119
H -4.26981 2.46557 0.14363 0.298
H 1.95422 -1.49369 4.61441 0.403
H -1.35473 1.55888 -4.73894 0.317
H -4.85777 1.93719 1.75014 0.383
H 1.11978 -4.82768 -1.18258 0.287
C 1.77038 -4.45714 -1.97533 -1.237
O -2.37991 -1.72552 -1.41825 -0.002
H 1.68136 0.35922 -1.08808 0.292
H -2.07098 3.03954 -2.87647 0.239
C -0.25617 4.82502 0.89345 -0.261
C 0.49734 3.90317 1.82463 -0.328
O -0.06363 -0.46999 -0.22979 0.689
C 1.43498 -3.01783 -2.25273 -0.153
O 0.53755 -3.58428 0.93922 -0.942
H -0.72288 0.55544 -2.15936 -0.119
H -2.42150 1.07025 2.17296 0.167
H 4.72135 0.18744 0.35464 0.229
C -3.69830 -1.91820 -1.96847 -0.377
C 4.70023 0.42053 1.42920 0.045
O 0.02126 -2.73729 -2.02178 -0.007
C 0.41840 -0.59631 3.37444 -0.575
H -0.37104 -2.70761 -2.89706 0.133
H -1.84496 3.73480 0.79526 0.256
C -3.68176 -2.39090 -3.40099 -1.058
H 0.04443 4.72059 -0.15369 0.183
C 1.18282 0.11779 -0.13465 -0.110
C 1.25511 -1.79073 3.83209 -0.150
H 0.12792 3.89441 2.84893 0.302
H -0.50774 2.81028 -2.08198 0.084
O 5.85207 1.15896 1.81331 -0.551
C -0.80403 1.59920 -3.80205 -0.366
H -0.00003 -0.08957 4.24906 0.450
H 2.81272 -4.57163 -1.68617 0.355
H -1.29338 0.85632 0.17350 -0.126
H -0.54941 3.73300 -3.59752 0.425
C -1.00452 2.91074 -3.05012 -0.779
C 4.71590 -0.92082 2.11917 -0.758
O 0.36899 -2.82256 4.27524 -0.538
O -1.19954 0.47169 -3.00360 -0.539
H 0.95638 0.16202 2.80240 0.115
H 1.54343 4.20514 1.97068 0.425
C -2.94804 1.18980 1.21301 0.024
C -3.99267 2.28602 1.18136 -1.413
H -0.00993 5.85078 1.18076 0.318
H -3.22872 -1.63073 -4.04477 0.251
H 5.49833 -1.59377 1.77682 0.331
```

* HOMO energy (spin up / spin down): -7.64 / -9.09 eV
* expectation value of S²: 3.756
* gap between HOMO and LUMO (spin up / spin down): 0.286 / 0.330 Eh
* multiplicity: 4
* ΔE to the lowest compared entry with this formula, charge and spin: 0.0 kcal per mole


Computed, not measured: C48H30F9FeN4PS as an isolated structure at a distorted geometry, with the ωB97M-V functional and the def2-TZVPD basis.

XYZ file:
```
94
Properties=species:S:1:pos:R:3:mulliken_charge:R:1
F 0.46752 -7.42434 0.05621 -0.245
C 2.69048 2.49530 3.37941 -0.866
H -1.81358 3.76672 1.32470 0.272
C -1.56244 4.14518 -3.94255 -0.786
H -0.96538 0.04773 3.26878 0.442
F -6.83068 0.35179 0.52609 -0.270
H -1.56717 -5.42827 1.00494 0.460
C -0.16068 -6.70182 -0.88745 0.641
H 4.98579 1.09693 2.92074 0.493
C 0.70593 -3.02281 -0.96786 0.000
N 2.36719 0.89502 0.05995 0.769
C -0.93794 -4.74678 0.44749 -0.975
C -0.12109 -5.23097 -0.56911 0.281
C -4.55144 0.40450 1.13638 0.067
C -0.14878 -2.51457 0.00227 -0.264
S 3.19459 -0.74637 -4.38139 -0.282
C -0.00584 -0.44419 3.26062 -0.448
C -0.94274 -3.39634 0.73922 -0.812
F -6.34259 0.14402 2.62619 -0.254
C -1.66991 4.07647 -2.54014 0.955
C 4.24827 1.03275 2.13060 -0.847
C -1.90705 -0.33395 0.67258 0.265
H 0.20567 -0.27451 5.38612 0.499
F 3.64341 -2.23971 5.74049 -0.286
H -3.09333 -1.85174 -3.48320 0.560
C 0.08238 2.41106 -3.83915 0.088
C 3.03019 1.72452 2.25189 1.202
H 2.19381 -2.01521 1.23016 0.416
N -0.30632 -0.27633 -2.50183 0.929
C 0.21588 -1.92189 -4.16257 -1.279
C 1.76732 -1.60268 2.13548 -0.515
C 2.26130 0.80122 -2.52231 0.321
C -0.67726 3.31543 -4.58308 -1.271
F 1.75032 -1.94829 6.76023 -0.265
H 1.28325 3.83707 4.23385 0.454
C 0.59695 -0.88005 -3.31079 0.514
C 0.56401 -0.90097 2.07471 1.252
N 0.21481 2.30278 0.00858 0.472
H 5.42005 -0.23538 0.86516 0.466
H -1.56540 -3.02683 1.54354 0.662
H 3.95793 2.20312 -2.42253 0.531
H 1.38380 -4.77105 -2.02038 0.552
H 5.08741 0.77450 -4.32082 0.501
H -3.74864 2.12263 2.13148 0.509
H -0.19690 3.86630 2.28786 0.501
F 2.99176 -0.24125 6.27457 -0.247
H -2.75649 -2.00566 -0.39043 0.720
C -3.52218 1.21309 1.59196 -1.152
C 1.86811 -1.29300 4.50067 0.254
H -2.27964 -0.05220 -1.98118 1.035
H -3.17350 5.60465 -2.28484 0.448
H 1.37438 -2.35709 -1.49901 0.324
H 3.68093 -0.37353 -0.88167 0.584
C 4.12817 0.59492 -3.85945 -0.621
C -2.54509 4.88174 -1.78175 -0.939
C 1.52663 3.22309 3.37645 -1.174
P -0.13991 -0.71855 0.38407 1.469
H -5.07825 -1.36556 0.04459 0.494
C 4.48701 0.29481 0.99628 -1.304
C -1.72975 3.85603 0.25336 -0.396
C -2.95674 -1.10970 0.17992 -0.421
F -1.42916 -7.14535 -0.95046 -0.259
C -2.20913 0.85018 1.34666 -1.161
C 3.51723 0.22678 0.00266 -0.025
H -2.15855 4.85927 -4.49617 0.482
C -0.84116 3.14446 -1.87301 -0.689
C 0.65955 3.21380 2.28106 -0.549
C 1.92128 -0.30957 -3.25890 0.514
F 0.42508 -6.97530 -2.06420 -0.278
C 2.12206 1.64822 1.16645 -0.540
N 0.00678 2.31737 -2.52470 0.404
H -0.56305 3.34991 -5.65747 0.450
C -2.58867 4.73565 -0.41962 -1.315
C -1.10805 -2.29684 -4.21515 -0.972
C 0.72242 -4.37948 -1.25943 -0.801
H 0.77800 1.74586 -4.33584 0.414
Fe 0.87090 0.73555 -1.22202 0.228
C -5.97552 0.74895 1.47966 0.754
C 0.64989 -0.63199 4.46609 -1.364
H -1.43073 -3.09596 -4.86897 0.474
H -3.29439 5.31868 0.15764 0.443
C 2.42207 -1.79997 3.33661 -1.048
C -4.27202 -0.74846 0.41840 -1.051
C 3.52439 1.32194 -2.87424 -0.314
H -1.40842 1.49102 1.68801 0.811
C 0.91485 2.40745 1.16808 0.711
C 2.56781 -1.44166 5.82274 0.787
C -0.80163 3.09008 -0.44575 0.953
F -6.14109 2.06950 1.65504 -0.266
H 3.35307 -2.34904 3.37197 0.511
H 0.95968 -2.42290 -4.76784 0.519
H 3.36152 2.52424 4.22799 0.498
C -1.59321 -0.61937 -2.59496 -0.568
C -2.04034 -1.61482 -3.43443 -1.234
```

* HOMO energy (spin up / spin down): -9.58 / -9.47 eV
* expectation value of S²: 1.170
* gap between HOMO and LUMO (spin up / spin down): 0.221 / 0.235 Eh
* charge: +1
* multiplicity: 2
* ΔE to the lowest compared entry with this formula, charge and spin: 53.4 kcal per mole


Computed, not measured: one molecule with the formula C4H4N2 at a distorted geometry, with the ωB97M-V functional and the def2-TZVPD basis.

XYZ file:
```
10
Properties=species:S:1:pos:R:3:nbo_charge:R:1
C -0.63816 -0.00168 -1.49596 0.209
N -1.18977 -0.78895 -0.50153 -0.456
H 0.79575 -0.08862 2.13388 0.232
C 1.04624 0.80637 0.11165 0.019
H -1.11433 -1.39767 1.44377 0.190
N 0.37876 0.80727 -1.46050 -0.384
C 0.48025 0.01841 1.07602 -0.347
C -0.64974 -0.76157 0.68680 0.117
H 1.92835 1.37515 0.53761 0.224
H -1.03734 0.03129 -2.53174 0.195
```

* HOMO energy: -10.09 eV
* gap between HOMO and LUMO: 0.372 Eh
* ΔE to the lowest compared entry with this formula, charge and spin: 45.4 kcal per mole
* SMILES: c1cncnc1


Computed, not measured: a 2-piece molecular cluster, C4H14N2O overall at a distorted geometry, with the ωB97M-V functional and the def2-TZVPD basis.

XYZ file:
```
21
Properties=species:S:1:pos:R:3:nbo_charge:R:1
H 0.35283 1.97827 1.90078 0.202
H 0.77792 0.10920 -1.30692 0.365
O -0.33673 -1.41058 -2.79601 -0.939
N 1.53831 0.73941 -1.09971 -0.829
H -0.35155 -0.22361 2.51401 0.207
H -2.79311 -0.54984 1.52218 0.355
C -0.97446 -0.47928 0.53589 -0.232
H -0.57915 -1.04727 -0.31142 0.192
C 1.19087 1.68857 -0.05863 -0.219
H 2.01385 2.39506 0.07049 0.189
N -2.15398 -1.17017 1.03497 -0.836
H 1.80263 1.13365 1.92007 0.195
H -1.29529 0.42609 0.00173 0.181
H 0.34925 2.31620 -0.36258 0.178
H -1.85542 -1.89752 1.67756 0.350
H -0.62652 -0.57549 -3.17860 0.472
C 0.14715 -0.16821 1.54877 -0.429
H -1.16734 -1.84828 -2.57027 0.474
H 0.88631 -0.96013 1.48890 0.200
H 2.29121 0.17336 -0.71269 0.346
C 0.85183 1.17154 1.37326 -0.418
```

* HOMO energy: -9.07 eV
* gap between HOMO and LUMO: 0.365 Eh
* ΔE to the lowest compared entry with this formula, charge and spin: 29.9 kcal per mole
* SMILES: NCCCCN.O